[1]
# C29H46BrCdN3P2

C29H46BrCdN3P2 as an isolated structure (ωB97M-V with the def2-TZVPD basis set, the Open Molecules 2025 dataset).

Charge: +2
Kohn-Sham gap (spin up / spin down), eV: 3.3 / 3.3

Last column: Löwdin charge in e.
Atoms and positions in Å:
N1 -5.4164 3.8870 -3.7271  0.10
C1 -5.3068 4.2928 -2.4604  -0.09
C2 -4.5925 3.5537 -1.5144  0.02
C3 -3.8911 2.3732 -1.8947  -0.18
C4 -4.0116 2.0033 -3.2641  0.03
C5 -4.8201 2.7694 -4.1255  -0.09
C6 -2.9991 1.6887 -0.9598  0.04
Cd1 -0.9180 0.1203 0.2650  1.31
P1 3.9921 -0.5950 0.5530  0.94
C7 -1.6870 1.2560 -1.3765  -0.32
C8 -0.6127 2.2919 -1.3636  -0.32
C9 0.3672 2.2513 -2.3809  -0.04
C10 1.4207 3.1438 -2.3668  -0.10
C11 1.5040 4.1753 -1.3948  -0.73
C12 0.5616 4.1764 -0.3451  -0.10
C13 -0.5051 3.2691 -0.3576  -0.08
Br1 2.7438 5.5101 -1.5626  0.87
H1 -3.3141 1.6600 0.1028  0.12
H2 -1.7048 0.7445 -2.3363  0.08
H3 -4.4764 3.9574 -0.5110  0.12
H4 -3.4308 1.1858 -3.6653  0.11
H5 -5.8056 5.2313 -2.1943  0.13
H6 -4.9428 2.4404 -5.1646  0.13
H7 0.2822 1.4806 -3.1536  0.12
H8 -1.2463 3.2731 0.4443  0.10
H9 2.1839 3.0408 -3.1329  0.12
H10 0.6406 4.8856 0.4758  0.11
P2 -0.7294 -2.5240 -0.0428  0.87
C14 3.8653 1.1966 0.4387  -0.45
C15 5.2468 1.8044 0.1510  -0.16
H11 3.4744 1.5422 1.4069  0.07
H12 3.1392 1.4357 -0.3511  0.05
H13 5.2582 2.8692 0.3984  0.07
H14 6.0241 1.3095 0.7460  0.06
H15 5.5275 1.7100 -0.9035  0.07
C16 3.5122 -1.2622 -1.0632  -0.43
C17 4.6830 -2.0706 -1.6515  -0.16
H16 3.2677 -0.3922 -1.6941  0.07
H17 2.6090 -1.8786 -0.9433  0.02
H18 4.5396 -2.2352 -2.7256  0.07
H19 5.6344 -1.5391 -1.5086  0.07
H20 4.7814 -3.0533 -1.1714  0.07
C18 3.0079 -1.2701 1.9011  -0.44
C19 3.9401 -1.9913 2.8913  -0.17
H21 2.2580 -1.9466 1.4657  0.04
H22 2.4990 -0.4199 2.3742  0.05
H23 3.4304 -2.8234 3.3841  0.06
H24 4.8276 -2.3915 2.3824  0.06
H25 4.2924 -1.3090 3.6731  0.07
C20 -0.4691 -3.7044 1.3552  -0.41
C21 -1.4418 -4.8622 1.5522  -0.13
H26 -0.4436 -3.0882 2.2615  0.05
H27 0.5459 -4.1076 1.2421  0.09
H28 -2.3962 -4.5430 1.9929  0.07
H29 -1.6528 -5.4051 0.6235  0.08
H30 -0.9965 -5.5826 2.2508  0.09
C22 0.2966 -3.3184 -1.3720  -0.40
C23 0.1124 -2.7481 -2.7889  -0.14
H31 0.0532 -4.3974 -1.3732  0.10
H32 1.3558 -3.2171 -1.0654  0.05
H33 -0.9050 -2.9310 -3.1722  0.07
H34 0.3207 -1.6634 -2.8271  0.06
H35 0.8080 -3.2526 -3.4818  0.09
C24 -2.4554 -2.7789 -0.6502  -0.41
C25 -3.5099 -2.1770 0.2910  -0.16
H36 -2.6250 -3.8614 -0.7991  0.10
H37 -2.5072 -2.2986 -1.6462  0.07
H38 -4.4929 -2.2348 -0.1869  0.09
H39 -3.5944 -2.7168 1.2484  0.07
H40 -3.3280 -1.1098 0.5184  0.02
C26 -0.1319 2.5570 3.1964  0.00
C27 -0.7816 1.2401 3.3825  -0.38
N2 -1.0605 0.2943 2.4762  -0.05
C28 -1.6674 -0.7667 3.1823  -0.14
C29 -1.7688 -0.4085 4.4883  -0.05
N3 -1.1958 0.8399 4.6001  0.13
H41 -0.8555 3.2820 2.7893  0.09
H42 0.1943 2.9146 4.1843  0.10
H43 0.7362 2.4651 2.5275  0.08
H44 -1.9410 -1.6991 2.7047  0.07
H45 -2.2301 -0.9360 5.3047  0.13
H46 -1.0760 1.3880 5.4437  0.18

***

[2]
# C4H10INO

A 2-piece molecular cluster, C4H10INO overall (ωB97M-V with the def2-TZVPD basis set, the Open Molecules 2025 dataset).

Charge: 0
Kohn-Sham gap, eV: 9.8

Last column: Löwdin charge in e.
Atoms and positions in Å:
C1 0.1975 -1.8695 0.4386  -0.08
C2 -0.8286 -1.1576 0.7010  -0.83
I1 -0.9716 -0.1265 2.4980  0.90
C3 -1.7535 -0.7022 -0.3672  -0.40
C4 -1.4149 0.6406 -0.8465  -0.16
H1 0.4280 -2.2006 -0.4764  0.05
H2 0.9150 -2.0836 1.1424  0.04
H3 -2.8354 -0.8000 0.0345  0.13
H4 -1.8981 -1.4969 -1.1062  0.11
H5 -0.3465 0.6018 -1.2951  0.09
H6 -1.4412 1.3952 0.0059  0.06
H7 -2.1608 1.0105 -1.6518  0.10
N1 2.7621 1.7584 0.5568  -0.05
O1 2.4353 0.4309 0.3633  -0.21
H8 1.9375 2.2937 0.5892  0.05
H9 3.3249 2.0404 -0.2077  0.06
H10 1.6503 0.2655 -0.3788  0.14

***

[3]
# C3H6BrFINO2SV

C3H6BrFINO2SV as an isolated structure (ωB97M-V with the def2-TZVPD basis set, the Open Molecules 2025 dataset).

Charge: +3
Kohn-Sham gap, eV: 2.7

Last column: Löwdin charge in e.
Atoms and positions in Å:
C1 2.3761 -0.3600 0.4242  -0.07
C2 1.1482 -0.0410 -0.6515  -0.32
C3 -0.2170 0.3067 0.1890  -0.69
Br1 0.0420 2.0649 1.1050  0.99
N1 -1.4700 0.4374 -0.6724  -0.55
I1 -1.9990 2.4718 -0.7151  1.60
S1 -2.7427 -0.2677 0.3545  0.80
O1 -4.1572 0.2635 -0.0944  -0.27
O2 -2.6715 -1.8182 0.1081  -0.21
F1 -2.5876 0.1696 2.0136  -0.19
H1 1.9449 -0.2818 1.5111  0.12
H2 3.2287 0.4450 0.2282  0.14
H3 2.8314 -1.4362 0.3018  0.12
H4 1.4364 0.8175 -1.4240  0.15
H5 1.0074 -1.0193 -1.3132  0.03
H6 -0.4129 -0.6069 0.9098  0.16
V1 2.2428 -1.1454 -2.2748  1.16

***

[4]
# C6H10

A 2-piece molecular cluster, C6H10 overall (ωB97M-V with the def2-TZVPD basis set, the Open Molecules 2025 dataset).

Charge: 0
Kohn-Sham gap, eV: 9.0

Last column: Löwdin charge in e.
Atoms and positions in Å:
C1 2.1220 -0.4156 0.0829  -0.08
C2 0.7643 0.0767 -0.3904  -0.34
C3 -0.4670 -0.4659 0.3994  -0.18
C4 -2.7616 -0.5017 -0.3942  0.09
C5 -0.6964 0.9530 0.8359  -0.10
C6 0.3338 1.4342 0.1359  -0.04
H1 2.2088 -0.3104 1.1701  0.08
H2 2.9249 0.1753 -0.3700  0.08
H3 2.2900 -1.4672 -0.1729  0.08
H4 0.6558 -0.0570 -1.4741  0.14
H5 -1.2026 -0.9450 -0.3013  0.02
H6 -0.2769 -1.2091 1.1780  0.13
H7 -2.7885 -1.4111 -1.0414  -0.05
H8 -2.4750 0.3006 -1.1126  -0.03
H9 -1.4579 1.3806 1.4784  0.10
H10 0.7560 2.4260 -0.0074  0.10

***

[5]
# C22H26N2O3S

One molecule with the formula C22H26N2O3S (ωB97M-V with the def2-TZVPD basis set, the Open Molecules 2025 dataset).

Charge: 0
Kohn-Sham gap, eV: 7.7

Last column: Löwdin charge in e.
Atoms and positions in Å:
C1 -5.1519 -4.0974 -0.7705  -0.05
C2 -5.4477 -2.6850 -0.3722  -0.27
C3 -6.7257 -2.3399 0.0788  -0.03
C4 -7.0313 -1.0515 0.4580  0.02
C5 -6.0549 -0.0603 0.3967  -0.18
O1 -6.4011 1.1923 0.7848  0.13
C6 -5.5345 2.2522 0.7852  -0.39
O2 -5.9377 3.3245 1.1488  0.14
C7 -4.1806 1.9615 0.3285  -0.14
C8 -3.1094 2.8791 0.2449  0.00
C9 -1.9664 2.3141 -0.2383  -0.39
C10 -0.6733 3.0072 -0.4166  -0.52
O3 -0.4685 4.0996 0.0736  0.08
N1 0.2349 2.3406 -1.1644  0.04
C11 1.5840 2.8168 -1.3552  -0.18
C12 2.6100 1.7576 -0.9610  -0.16
C13 2.4866 1.3746 0.5263  -0.20
N2 3.3843 0.3502 1.0059  -0.18
C14 4.7897 0.7099 1.0187  -0.19
C15 5.6642 0.1744 -0.1264  -0.18
C16 6.2265 -1.2140 0.1699  -0.22
C17 5.1762 -2.3202 0.1346  -0.21
C18 3.9788 -2.0751 1.0519  -0.18
C19 3.0418 -0.9799 0.5421  -0.21
S1 -2.1837 0.6176 -0.5909  1.14
C20 -3.8304 0.6876 -0.0836  -0.39
C21 -4.7661 -0.3881 -0.0579  -0.15
C22 -4.4817 -1.7023 -0.4373  0.01
H1 -5.7983 -4.4011 -1.5926  0.08
H2 -5.3385 -4.7714 0.0641  0.08
H3 -4.1168 -4.2064 -1.0822  0.08
H4 -7.4877 -3.1030 0.1314  0.12
H5 -8.0159 -0.7854 0.8071  0.12
H6 -3.1815 3.9131 0.5273  0.14
H7 0.0067 1.4360 -1.5470  0.10
H8 1.7281 3.1016 -2.4047  0.12
H9 1.6866 3.7093 -0.7334  0.12
H10 2.4646 0.8718 -1.5844  0.10
H11 3.6079 2.1515 -1.1572  0.11
H12 1.4667 1.0283 0.7207  0.12
H13 2.6476 2.2716 1.1317  0.13
H14 4.8401 1.8005 1.0325  0.12
H15 5.2206 0.3617 1.9662  0.11
H16 5.0980 0.1547 -1.0584  0.11
H17 6.5023 0.8615 -0.2642  0.11
H18 7.0024 -1.4502 -0.5631  0.11
H19 6.7004 -1.1973 1.1546  0.11
H20 4.8140 -2.4409 -0.8903  0.11
H21 5.6553 -3.2594 0.4227  0.11
H22 3.4054 -3.0032 1.1115  0.11
H23 4.3131 -1.8298 2.0593  0.12
H24 3.0002 -1.0511 -0.5594  0.11
H25 2.0291 -1.1774 0.9143  0.12
H26 -3.4830 -1.9310 -0.7806  0.11

***

[6]
# C24H36BF4O18

A 7-piece molecular cluster, C24H36BF4O18 overall (ωB97M-V with the def2-TZVPD basis set, the Open Molecules 2025 dataset).

Multiplicity: 2
Charge: 0
Kohn-Sham gap (spin up / spin down), eV: 9.6 / 2.4
⟨S²⟩: 0.76

Last column: Löwdin charge in e.
Atoms and positions in Å:
B1 -0.9269 -1.1389 0.3450  -1.54
F1 -0.8454 -2.5091 0.2523  0.15
F2 -2.1540 -0.8420 0.8463  0.16
F3 -0.0610 -0.7079 1.3041  0.14
F4 -0.6471 -0.4931 -0.7848  0.21
C1 2.2240 -2.0498 -0.5084  0.02
C2 1.5736 -2.6189 -1.8565  -0.30
C3 1.6321 -1.6171 -3.0101  -0.07
O1 1.9549 -2.5114 -4.1037  0.07
C4 2.5795 -3.6240 -3.6133  -0.50
O2 3.1794 -4.4847 -4.2442  0.13
O3 2.4044 -3.6302 -2.2746  0.07
H1 2.3668 -2.9102 0.1454  0.07
H2 1.5400 -1.3759 0.0074  0.04
H3 3.2257 -1.6534 -0.6744  0.09
H4 0.5587 -3.0097 -1.7837  0.15
H5 2.2722 -0.7425 -2.8948  0.13
H6 0.6368 -1.1881 -3.1256  0.11
C5 -4.7527 -0.1526 -1.4516  -0.01
C6 -3.5471 -0.3706 -2.3273  -0.35
C7 -2.9594 -1.7672 -2.4130  -0.09
O4 -2.7898 -1.8866 -3.7824  0.08
C8 -3.4405 -0.9372 -4.4312  -0.59
O5 -3.4226 -0.8978 -5.6207  0.16
O6 -3.9553 -0.0201 -3.6082  0.11
H7 -5.0516 0.8947 -1.4077  0.09
H8 -4.5738 -0.7554 -0.5612  0.08
H9 -5.5889 -0.6820 -1.9082  0.09
H10 -2.7476 0.3288 -2.0829  0.15
H11 -3.6700 -2.5508 -2.1502  0.15
H12 -1.9838 -1.8742 -1.9390  0.11
C9 0.1190 1.6875 -3.4083  -0.01
C10 1.2984 2.6693 -3.5558  -0.29
C11 1.0756 3.5917 -4.7506  -0.10
O7 0.6044 4.7922 -4.2163  0.09
C12 0.9861 4.8555 -2.9494  -0.52
O8 1.0176 5.8767 -2.2358  0.11
O9 1.1292 3.5975 -2.5250  0.06
H13 -0.0014 0.8517 -4.0975  0.09
H14 -0.7278 2.3738 -3.4141  0.10
H15 0.1056 1.2926 -2.3925  0.07
H16 2.2503 2.1384 -3.5516  0.14
H17 0.2288 3.2921 -5.3680  0.14
H18 1.9578 3.6530 -5.3877  0.14
C13 1.7815 3.6286 0.8439  0.00
C14 2.9858 2.7364 0.7477  -0.31
C15 2.6615 1.2387 0.6085  -0.09
O10 3.5445 0.8244 -0.4195  0.05
C16 4.0056 1.8862 -1.0850  -0.52
O11 4.5725 1.7683 -2.2031  0.08
O12 3.6652 3.0086 -0.4622  0.11
H19 1.1886 3.3307 -0.0208  0.08
H20 2.1420 4.6405 0.6587  0.10
H21 1.2377 3.6639 1.7879  0.08
H22 3.6177 2.9625 1.6066  0.16
H23 1.6353 1.0538 0.2909  0.12
H24 2.8494 0.6866 1.5294  0.13
C17 0.7437 -4.0664 2.7595  0.08
C18 -0.2719 -3.0605 3.4460  -0.21
C19 -1.7838 -3.2140 3.1774  -0.02
O13 -2.3116 -3.4387 4.4279  0.17
C20 -1.3470 -3.3104 5.3943  -0.43
O14 -1.6090 -3.4419 6.5776  0.21
O15 -0.1144 -3.2199 4.8278  0.21
H25 0.4270 -5.0737 3.0301  0.11
H26 1.7648 -3.8065 3.0388  0.11
H27 0.6424 -4.0106 1.6756  0.09
H28 0.0194 -2.0302 3.2415  0.18
H29 -1.8774 -4.0090 2.4377  0.19
H30 -2.3176 -2.3664 2.7477  0.17
C21 -2.2614 0.9612 4.2244  -0.01
C22 -0.7391 0.9577 4.3595  -0.31
C23 -0.0690 1.9860 3.4632  -0.11
O16 0.3368 2.9826 4.3843  0.08
C24 0.2096 2.5122 5.6613  -0.53
O17 0.5064 3.1229 6.6849  0.14
O18 -0.4914 1.4089 5.6691  0.11
H31 -2.7221 0.7466 3.2602  0.08
H32 -2.7388 1.9220 4.4170  0.10
H33 -2.6747 0.2864 4.9740  0.08
H34 -0.3173 -0.0163 4.1114  0.13
H35 -0.7412 2.3347 2.6792  0.14
H36 0.7762 1.5205 2.9562  0.11

***

[7]
# C3H11NO

A 2-piece molecular cluster, C3H11NO overall (ωB97M-V with the def2-TZVPD basis set, the Open Molecules 2025 dataset).

Charge: 0
Kohn-Sham gap, eV: 8.9

Last column: Löwdin charge in e.
Atoms and positions in Å:
C1 -1.0270 -1.0925 -1.1181  -0.11
C2 0.3591 -0.9071 -0.5004  -0.28
N1 0.4269 -0.1419 0.7657  -0.13
C3 -0.7920 0.0905 1.5123  -0.16
H1 -0.8943 -1.1328 -2.1994  0.07
H2 -1.6093 -0.1926 -0.9360  0.07
H3 -1.5508 -1.9602 -0.7399  0.06
H4 0.9240 -0.3316 -1.2402  0.09
H5 0.9543 -1.8092 -0.3474  0.10
H6 0.9256 0.7226 0.5961  0.04
H7 -1.5295 -0.6932 1.3150  0.07
H8 -0.6115 -0.0459 2.5826  0.07
H9 -1.3426 1.0243 1.3414  0.07
O1 2.2283 1.8860 -0.4624  -0.06
H10 2.1210 2.4142 0.3395  0.05
H11 1.4178 2.1695 -0.9090  0.05

***

[8]
# C26H52BeFNO23

C26H52BeFNO23 as an isolated structure (ωB97M-V with the def2-TZVPD basis set, the Open Molecules 2025 dataset).

Charge: 0
Kohn-Sham gap, eV: 8.0

Last column: Löwdin charge in e.
Atoms and positions in Å:
Be1 -0.5945 0.2349 1.2235  1.02
N1 -0.3910 2.1972 3.6393  -0.63
O1 0.5164 1.4325 3.3741  -0.04
O2 -1.4240 2.1024 2.9866  -0.03
O3 -0.1980 2.9109 4.6308  0.00
F1 -0.5417 -1.3099 -0.7050  -0.50
C1 -0.6992 -5.4165 0.0634  -0.16
C2 0.5236 -4.8073 -0.6396  -0.16
C3 0.8208 -5.7838 -1.7896  -0.19
O4 -0.0929 -6.8733 -1.6330  -0.15
C4 -0.6505 -6.8994 -0.3280  -0.19
H1 -1.6692 -5.1345 -0.3459  0.10
H2 -0.7712 -5.2643 1.1403  0.10
H3 1.4778 -4.6858 -0.1270  0.10
H4 0.3161 -3.8768 -1.1680  0.09
H5 1.8073 -6.2062 -1.5984  0.10
H6 0.9870 -5.3461 -2.7739  0.11
H7 0.1381 -7.3776 0.2529  0.11
H8 -1.5472 -7.5159 -0.2643  0.12
C5 4.2077 5.1536 -0.6941  -0.16
C6 4.6781 4.0999 0.3366  -0.14
C7 4.4894 2.7974 -0.3963  -0.16
O5 4.0421 3.1146 -1.7486  -0.13
C8 4.3365 4.4381 -2.0122  -0.25
H9 4.7536 6.0962 -0.7333  0.11
H10 3.2278 5.5591 -0.4422  0.08
H11 4.1204 4.2853 1.2546  0.11
H12 5.7501 4.2167 0.4958  0.11
H13 3.7168 2.1670 0.0438  0.10
H14 5.4428 2.2698 -0.4228  0.12
H15 3.6910 4.8645 -2.7801  0.12
H16 5.3564 4.6124 -2.3550  0.12
C9 -2.7794 0.9397 -2.5044  -0.08
O6 -3.4728 1.9449 -1.8693  0.00
C10 -3.0372 2.3808 -0.6019  -0.55
O7 -2.0285 1.9861 -0.0877  0.11
O8 -3.9063 3.2180 -0.1356  0.06
C11 -3.6656 3.6844 1.2154  -0.01
H17 -1.8574 1.3838 -2.8794  0.07
H18 -3.3398 0.4843 -3.3209  0.10
H19 -2.4382 0.1370 -1.8506  0.08
H20 -4.2861 4.5325 1.5049  0.10
H21 -2.6263 3.9841 1.3506  0.09
H22 -3.7707 3.0353 2.0847  0.06
C12 -1.2577 -0.6344 5.6886  0.04
O9 -0.6366 -1.9273 5.3605  0.05
C13 -0.4225 -2.0713 4.1043  -0.65
O10 -0.6095 -1.3144 3.1860  0.09
O11 0.1541 -3.2409 3.9246  0.03
C14 0.8475 -3.6143 2.7094  -0.02
H23 -1.4454 -0.6918 6.7608  0.10
H24 -2.1642 -0.5791 5.0859  0.09
H25 -0.5745 0.1809 5.4508  0.09
H26 0.2725 -3.3781 1.8140  0.07
H27 1.2465 -4.6287 2.7170  0.10
H28 1.7390 -3.0149 2.5249  0.08
C15 2.6546 -1.3269 -0.9171  -0.05
O12 3.5065 -0.8898 0.1364  0.01
C16 2.9318 -0.5601 1.3227  -0.57
O13 1.7633 -0.6364 1.6009  0.08
O14 3.9213 -0.3151 2.1760  0.01
C17 3.6841 -0.0090 3.5506  -0.02
H29 3.1604 -1.4635 -1.8730  0.09
H30 1.8696 -0.6289 -1.2080  0.07
H31 2.1895 -2.2959 -0.7355  0.08
H32 2.9507 -0.7102 3.9488  0.09
H33 3.3004 0.9949 3.7326  0.09
H34 4.5737 -0.1138 4.1718  0.09
C18 0.8490 2.6870 -2.7739  -0.04
O15 0.6592 3.4626 -1.6226  0.00
C19 0.8503 3.0417 -0.3569  -0.54
O16 1.1636 1.8786 -0.0238  0.07
O17 0.6864 4.0041 0.5330  0.02
C20 0.4722 5.3749 0.2758  -0.04
H35 1.8416 2.2395 -2.7221  0.09
H36 0.7803 3.2074 -3.7292  0.11
H37 0.1997 1.8115 -2.7838  0.07
H38 -0.5871 5.5400 0.0790  0.10
H39 1.1371 5.7726 -0.4908  0.08
H40 0.7769 5.9784 1.1309  0.10
C21 -4.8219 0.5782 3.3390  -0.02
O18 -4.8901 -0.7232 2.7617  0.00
C22 -3.9083 -1.1480 1.9194  -0.51
O19 -2.9877 -0.3895 1.5265  0.05
O20 -4.0046 -2.4460 1.7189  0.05
C23 -3.1177 -2.8981 0.6920  -0.03
H41 -4.6011 1.3874 2.6429  0.07
H42 -4.2560 0.4760 4.2650  0.10
H43 -5.8267 0.8599 3.6539  0.09
H44 -3.2629 -3.9662 0.5301  0.08
H45 -2.0621 -2.7646 0.9285  0.07
H46 -3.3684 -2.4463 -0.2678  0.11
C24 -0.1285 -1.3575 -3.8534  -0.06
O21 -0.5621 -1.2010 -5.1843  -0.04
C25 -0.9845 0.0186 -5.6322  -0.50
O22 -0.6055 1.0295 -5.0973  0.12
O23 -1.8310 -0.1055 -6.7277  -0.01
C26 -2.3740 -1.3694 -7.1066  -0.06
H47 0.4465 -2.2821 -3.8020  0.09
H48 -0.8523 -1.4625 -3.0452  0.07
H49 0.6223 -0.6250 -3.5570  0.08
H50 -2.6297 -1.2592 -8.1605  0.09
H51 -3.3482 -1.5467 -6.6509  0.09
H52 -1.7421 -2.2544 -7.0319  0.09

***

Number 1: M 690.97 g/mol. Number 2: M 215.03 g/mol. Number 3: M 396.90 g/mol. Number 4: M 82.15 g/mol. Number 5: M 398.53 g/mol. Number 6: M 699.34 g/mol. Number 7: M 77.13 g/mol. Number 8: M 774.70 g/mol.